Entry 1:
Entry from the Open Molecules 2025 dataset: a structure of composition C23H41N2P3PtSe at a distorted geometry (wB97M-V/def2-TZVPD).

Geometry as XYZ:
```
71
Properties=species:S:1:pos:R:3
Pt 0.77 1.24 -1.25
Se 2.20 -4.68 -0.66
P 0.42 2.65 0.56
P -0.78 1.78 -2.98
P -1.01 -0.25 -0.30
N 2.20 -2.41 2.82
N -1.31 -2.63 6.89
C 2.00 -3.27 -1.89
C 0.59 -3.64 4.08
C -2.19 2.85 -2.50
C -1.63 0.43 -3.87
C 0.95 4.35 0.18
C -0.54 -2.59 6.01
C -2.83 0.18 -0.25
C 2.37 2.41 -1.81
C 1.52 -3.53 3.04
C 1.68 -3.53 -3.25
C -1.26 2.90 1.31
C -0.81 -0.78 1.46
C 1.44 2.04 1.95
C 2.95 1.88 -3.02
C 0.43 -2.55 4.94
C 1.48 -2.50 -4.15
C 1.92 -0.90 -2.36
C 0.11 2.74 -4.24
C 2.10 -1.94 -1.45
C 1.60 -1.15 -3.71
C 2.10 -1.38 3.67
C -1.20 -1.95 -0.98
C 1.21 -1.40 4.74
H -0.32 -2.55 -0.72
H 0.96 4.97 1.09
H 1.26 -2.76 -5.21
H 1.02 2.22 -4.56
H 2.74 -0.51 3.50
H 0.13 -1.34 1.54
H 0.44 3.69 -3.79
H -0.78 0.08 2.14
H -2.11 -2.41 -0.57
H -1.61 2.01 1.85
H 3.14 2.31 -0.96
H 1.95 3.41 -1.97
H -1.18 3.73 2.03
H -2.94 2.30 -1.91
H -1.99 3.17 0.54
H 1.86 2.91 2.48
H 3.23 2.62 -3.80
H -0.53 2.97 -5.10
H 1.13 -0.55 5.42
H 1.50 -0.30 -4.38
H 1.70 -4.37 2.36
H 0.25 4.79 -0.54
H -1.28 -1.92 -2.07
H 1.62 -4.58 -3.56
H -2.69 3.25 -3.40
H -2.02 0.77 -4.84
H -3.01 1.15 0.23
H 0.00 -4.55 4.17
H -1.65 -1.45 1.75
H 2.22 -1.75 -0.38
H 3.67 -4.67 -0.76
H 3.60 0.98 -2.94
H 0.84 1.45 2.65
H 2.25 1.42 1.57
H -2.49 0.03 -3.30
H -0.94 -0.40 -4.05
H -1.84 3.70 -1.90
H -3.29 0.19 -1.25
H -3.33 -0.60 0.36
H 2.20 0.12 -1.98
H 1.95 4.34 -0.25
```

For the largest force on an atom, the calculation gives 2.783 eV/A. Its net charge is +4. For the HOMO-LUMO gap (alpha / beta), the calculation gives 0.2452 / 0.1640 hartree. The value obtained for the relative energy (zero: lowest compared OMol25 entry of this formula, charge and spin) is 0.0 kJ/mol. The multiplicity is 5.

---

Entry 2:
Entry from the Open Molecules 2025 dataset: a structure of composition C23H41N3O4P2Sn at a distorted geometry (wB97M-V/def2-TZVPD).

Geometry as XYZ:
```
74
Properties=species:S:1:pos:R:3
Sn 1.13 0.59 0.59
P 2.06 -1.83 0.11
P -0.08 2.74 0.89
O -3.53 -2.89 0.47
O 0.65 0.09 2.41
O 0.99 -1.72 2.21
O -1.27 0.60 -1.79
N 1.79 1.12 -1.11
N -1.48 -2.24 1.17
N -0.44 -0.64 -0.05
C 0.77 3.87 2.04
C -2.62 -2.11 0.27
C 0.24 -0.06 3.72
C 0.98 -3.25 0.52
C 4.02 2.86 -3.32
C 2.14 1.97 -4.57
C -3.01 -1.81 -2.16
C -1.41 -0.31 -0.97
C 3.35 2.68 -4.55
C -2.69 -1.07 -0.82
C 3.61 -2.19 0.98
C -0.22 3.69 -0.66
C 1.60 1.44 -3.43
C 2.44 -2.07 -1.66
C 2.28 1.62 -2.18
C 3.51 2.35 -2.16
C -2.01 -2.89 -2.54
C -5.24 -0.50 -0.49
C -0.37 -1.41 3.96
C -1.78 2.67 1.54
C -3.79 -0.03 -0.45
C -0.44 -1.46 1.02
C 1.46 0.25 4.57
H 3.23 -1.37 -1.95
H 0.79 3.99 -1.00
H -3.08 -1.06 -2.97
H 0.85 3.41 3.03
H 4.01 2.47 -1.19
H -3.57 0.35 0.56
H -5.54 -0.75 -1.51
H 3.99 -3.18 0.68
H 0.38 -2.12 4.30
H 4.36 -1.43 0.72
H -0.86 -1.81 3.09
H -3.99 -2.29 -2.06
H 1.61 1.83 -5.52
H 3.77 3.10 -5.47
H 1.44 -0.40 5.45
H 0.22 4.83 2.13
H -1.14 -1.32 4.74
H -5.89 0.33 -0.16
H 1.78 4.08 1.67
H 1.51 -4.18 0.38
H -2.13 3.69 1.79
H -0.51 0.73 3.84
H 1.56 -1.86 -2.27
H 1.44 1.29 4.91
H -3.72 0.83 -1.14
H 2.39 0.07 4.03
H -1.58 -3.04 1.78
H 2.78 -3.10 -1.82
H -1.97 -3.67 -1.77
H 0.68 -3.19 1.59
H -2.45 2.25 0.78
H -0.82 4.60 -0.49
H 4.96 3.42 -3.29
H -1.01 -2.47 -2.69
H -0.68 3.08 -1.44
H -2.35 -3.37 -3.47
H 0.08 -3.23 -0.10
H 0.66 0.88 -3.41
H 3.44 -2.17 2.06
H -5.42 -1.35 0.18
H -1.83 2.05 2.44
```

For the largest force on an atom, the calculation gives 7.686 eV/A. For the HOMO-LUMO gap (alpha / beta), the calculation gives 0.1903 / 0.1903 hartree. The value obtained for the relative energy (zero: lowest compared OMol25 entry of this formula, charge and spin) is 74.0 kJ/mol.

---

Entry 3:
Entry from the Open Molecules 2025 dataset: a cluster of 7 separate species, C23H41N5O10 in total at a distorted geometry (wB97M-V/def2-TZVPD).

Geometry as XYZ:
```
79
Properties=species:S:1:pos:R:3
O 2.26 3.18 0.07
O 2.88 0.21 -2.28
O -6.51 -1.55 -0.54
O 1.38 3.92 -1.80
O 0.81 4.81 0.14
O 4.97 0.32 -3.07
O 1.09 -0.79 1.68
O -3.36 -4.32 0.95
O 3.36 -0.28 -4.42
O 0.48 -2.81 -2.16
N 1.26 4.54 5.09
N 0.11 0.22 -0.08
N -1.59 -3.30 1.98
N -4.46 -1.24 0.41
N -0.09 -3.17 -4.29
C -3.77 -0.67 1.55
C 2.13 2.48 4.13
C -3.78 -1.55 -0.82
C 2.07 4.32 6.13
C 3.73 0.08 -3.36
C 3.62 0.87 -1.21
C -0.20 0.34 -1.51
C -0.59 1.11 0.77
C 0.71 -2.65 -3.35
C -5.84 -1.38 0.46
C -1.06 -2.58 3.19
C 5.06 0.57 -1.62
C 1.56 3.94 -0.44
C 0.20 -3.08 -5.73
C -1.30 -3.86 -3.89
C 1.32 3.61 4.14
C -0.07 5.51 -0.79
C 0.93 -0.69 0.50
C 0.41 4.93 -2.12
C 2.90 3.21 6.26
C 2.94 2.30 5.23
C -2.90 -3.69 1.88
C -0.60 -3.75 1.02
H 0.12 6.56 -0.70
H -1.08 5.30 -0.51
H -6.16 -1.47 1.53
H -4.49 -1.85 -1.63
H 1.58 -2.16 -3.80
H -0.08 1.40 -1.82
H 3.37 1.93 -1.27
H -2.80 -1.11 1.74
H -3.46 -3.32 2.77
H -1.43 -3.83 -2.80
H 5.42 -0.40 -1.20
H -0.58 -1.69 2.74
H 0.45 -0.29 -2.11
H -3.56 0.39 1.44
H -3.07 -2.39 -0.72
H -0.42 4.40 -2.61
H 1.11 -2.51 -5.93
H -1.23 0.06 -1.69
H -1.30 -4.92 -4.17
H -0.95 -3.62 -0.01
H 1.40 -1.34 -0.26
H -3.20 -0.67 -1.22
H -4.38 -0.91 2.41
H -0.54 2.08 0.28
H -0.41 -4.80 1.24
H -0.16 1.23 1.77
H 3.52 3.16 7.15
H -0.66 -2.57 -6.16
H 5.81 1.35 -1.43
H 0.63 3.76 3.31
H 2.02 5.01 6.97
H 0.26 -4.07 -6.15
H 0.74 5.69 -2.84
H 0.29 -3.13 1.20
H 3.55 1.39 5.35
H -1.63 0.83 0.86
H -2.18 -3.44 -4.37
H 2.21 1.81 3.27
H -1.85 -2.27 3.83
H 3.36 0.52 -0.21
H -0.32 -3.25 3.65
```

As for the SMILES: O=C1OCCO1.O=C1OCCO1.CN(C)C=O.CN(C)C=O.CN(C)C=O.CN(C)C=O.c1ccncc1. For the largest force on an atom, the calculation gives 4.288 eV/A. For the HOMO-LUMO gap, the calculation gives 0.3329 hartree.

---

Entry 4:
Entry from the Open Molecules 2025 dataset: a cluster of 7 separate species, C23H41NO6 in total at a distorted geometry (wB97M-V/def2-TZVPD).

Geometry as XYZ:
```
71
Properties=species:S:1:pos:R:3
O 14.01 -1.74 1.60
O 23.96 8.83 10.28
O 25.82 1.00 9.44
O 21.17 3.50 2.64
O 20.23 16.03 12.38
O 8.38 -0.13 12.61
N 16.26 4.76 10.53
C 7.08 -1.89 11.88
C 16.12 -1.67 2.67
C 24.69 8.07 12.48
C 14.94 4.54 10.45
C 21.95 5.65 3.10
C 13.78 -1.47 3.94
C 19.80 4.70 4.17
C 19.56 14.00 11.23
C 15.80 7.06 11.23
C 14.42 6.77 11.16
C 14.58 -1.59 2.66
C 20.30 16.06 9.97
C 8.53 -0.42 10.31
C 24.86 1.02 10.15
C 20.94 4.56 3.19
C 16.72 6.02 10.93
C 23.50 1.46 9.70
C 25.13 10.42 11.50
C 8.10 -0.81 11.67
C 20.04 15.46 11.34
C 24.53 9.09 11.29
C 13.99 5.53 10.84
C 25.03 0.63 11.64
H 21.38 6.40 2.56
H 20.33 13.61 10.58
H 13.70 7.50 11.47
H 22.72 5.49 2.34
H 19.03 3.98 3.90
H 18.58 13.99 10.75
H 19.48 15.73 9.33
H 7.48 -2.90 11.76
H 22.27 6.03 4.07
H 14.37 -1.83 4.79
H 22.71 0.89 10.19
H 23.29 2.52 9.84
H 23.96 7.26 12.51
H 6.58 -1.77 12.84
H 20.21 17.15 9.96
H 25.24 10.69 12.55
H 19.92 13.36 12.03
H 16.52 -0.87 3.28
H 25.74 7.79 12.37
H 19.31 5.66 3.98
H 13.63 -0.41 4.11
H 21.27 15.77 9.56
H 9.15 -1.14 9.78
H 6.32 -1.70 11.12
H 20.17 4.49 5.17
H 16.52 -2.58 3.12
H 7.71 -0.12 9.66
H 23.45 1.19 8.64
H 26.11 10.39 11.02
H 9.08 0.51 10.38
H 24.59 8.39 13.51
H 12.92 5.35 10.82
H 24.80 1.50 12.24
H 16.06 8.05 11.58
H 14.50 3.61 10.13
H 24.50 -0.30 11.84
H 12.90 -2.11 3.81
H 26.07 0.39 11.86
H 24.53 11.20 11.03
H 16.51 -1.67 1.65
H 17.78 6.20 10.88
```

As for the SMILES: c1ccncc1.CC(C)=O.CC(C)=O.CC(C)=O.CC(C)=O.CC(C)=O.CC(C)=O. For the largest force on an atom, the calculation gives 2.979 eV/A. For the HOMO-LUMO gap, the calculation gives 0.3615 hartree. The value obtained for the relative energy (zero: lowest compared OMol25 entry of this formula, charge and spin) is 88.7 kJ/mol.

---

Entry 5:
Entry from the Open Molecules 2025 dataset: a structure of composition C23H42Ca2Cl2FI2N2O9P3S at a distorted geometry (wB97M-V/def2-TZVPD).

Geometry as XYZ:
```
87
Properties=species:S:1:pos:R:3
I 0.88 -0.87 -0.17
I 4.33 -4.14 -2.28
Ca -3.39 -4.41 -0.53
Ca 6.11 -1.07 3.29
Cl 1.56 5.35 7.01
Cl 1.34 7.38 4.92
S 7.28 -1.03 0.85
P 6.08 -2.17 -0.21
P 4.44 -4.28 1.49
P 4.08 -2.21 0.79
F 0.18 -2.20 2.25
O 4.47 -0.94 4.26
O 2.83 0.15 6.14
O 8.29 2.50 1.09
O 3.30 -5.37 0.83
O 6.66 3.17 3.51
O -1.65 -5.68 -0.01
O 0.45 -5.46 0.45
O 5.08 4.22 5.44
O -1.44 -1.29 -2.88
N -7.95 1.50 -0.37
N -0.44 -5.87 -0.23
C 2.30 6.03 5.56
C -7.04 3.32 0.93
C 5.76 2.40 4.13
C -7.65 3.68 -1.36
C -4.40 2.92 -4.02
C 5.62 1.09 3.82
C -4.27 0.95 -5.69
C 3.33 -2.76 -0.88
C 1.43 -2.75 -2.73
C -5.10 3.88 -4.97
C 4.62 0.27 4.51
C -4.88 -0.81 -3.95
C 3.76 0.92 5.53
C -3.52 1.90 -4.74
C 2.07 -2.29 -1.33
C 3.98 -4.21 3.35
C -7.14 4.17 -0.17
C -7.45 2.00 0.77
C -5.39 0.13 -5.04
C 3.90 2.21 5.84
C -0.08 -6.65 -1.44
C 4.91 3.04 5.17
C -8.04 2.35 -1.41
H -3.77 3.50 -3.34
H -5.14 2.41 -3.40
H -3.54 0.27 -6.14
H -1.06 -0.91 -2.08
H -6.65 3.67 1.87
H -5.88 -0.46 -5.82
H 6.23 0.62 3.06
H -7.74 4.31 -2.23
H -6.16 0.79 -4.63
H -2.98 1.31 -4.00
H 3.82 -0.81 0.44
H 6.64 -3.49 -0.19
H 0.33 -2.44 -2.72
H 2.82 -2.25 1.50
H 3.29 2.70 6.58
H 1.01 -6.72 -1.50
H 4.65 -3.50 3.92
H -8.45 1.92 -2.31
H -0.48 -6.12 -2.31
H -5.71 -1.38 -3.54
H 2.39 -5.01 0.93
H -4.42 -0.26 -3.13
H 6.02 -1.62 -1.54
H 1.99 -2.32 -3.62
H 3.98 -5.27 3.75
H -4.70 1.53 -6.52
H -4.38 4.44 -5.57
H -2.76 2.43 -5.32
H 7.55 2.75 1.65
H -7.39 1.30 1.60
H -5.78 3.36 -5.65
H 2.89 -3.86 3.38
H -5.69 4.61 -4.40
H -4.15 -1.51 -4.36
H 6.56 4.06 3.91
H 2.92 -0.74 5.75
H -6.82 5.20 -0.09
H 1.42 -3.89 -2.73
H 2.37 5.26 4.80
H 3.30 6.39 5.80
H 4.76 -1.67 2.00
H -0.53 -7.63 -1.34
```

For the largest force on an atom, the calculation gives 7.921 eV/A. For the HOMO-LUMO gap, the calculation gives 0.0806 hartree.

---

Entry 6:
Entry from the Open Molecules 2025 dataset: a structure of composition C23H42CeNO3P2 at a distorted geometry (wB97M-V/def2-TZVPD).

Geometry as XYZ:
```
72
Properties=species:S:1:pos:R:3
Ce 0.69 -0.65 -0.29
P -0.09 -2.78 0.70
P 2.27 0.98 -1.28
O -1.12 0.63 0.15
O 1.67 -0.22 -4.96
O -0.74 0.01 -3.70
N 2.63 -2.05 -0.67
C -0.59 0.80 3.19
C -1.66 1.53 2.38
C -1.84 1.34 0.92
C 0.51 1.76 3.67
C -0.89 -2.62 2.25
C 3.52 -1.60 -1.56
C 3.71 -4.06 -0.32
C 3.30 -0.26 -2.24
C 4.70 -3.66 -1.23
C 1.60 2.13 -2.39
C -1.18 0.01 4.37
C -2.47 2.37 3.09
C 2.66 -3.22 -0.04
C 1.60 -3.53 1.00
C 3.31 1.77 -0.11
C -0.98 -3.84 -0.36
C -3.52 3.07 2.51
C -2.95 2.09 0.38
C 4.59 -2.41 -1.83
C -4.66 1.42 -1.37
C -3.08 3.36 -1.80
C -3.74 2.90 1.15
C -3.25 1.99 -1.13
H 5.54 -4.32 -1.45
H 1.00 2.86 -1.83
H 0.94 1.65 -3.13
H -4.74 0.43 -0.91
H -1.61 0.68 5.12
H -4.15 3.72 3.11
H -5.43 2.07 -0.94
H -0.40 -0.47 -2.92
H 2.42 2.64 -2.90
H -1.96 -0.67 4.02
H 1.93 -3.10 1.97
H -2.06 3.73 -1.64
H -3.78 4.09 -1.38
H 0.96 2.29 2.82
H -1.95 -3.38 -0.61
H 0.76 -0.01 -4.62
H 2.70 2.43 0.53
H 1.60 -1.14 -5.23
H -4.84 1.32 -2.44
H -0.45 -4.02 -1.31
H 1.29 1.20 4.19
H -4.59 3.47 0.71
H 1.48 -4.61 1.13
H 1.33 -0.29 1.27
H -2.54 1.30 -1.60
H 2.74 -0.40 -3.20
H 4.26 0.21 -2.48
H -1.85 -2.11 2.10
H -1.06 -3.62 2.66
H 3.81 1.04 0.56
H 0.09 2.50 4.36
H -1.15 -4.79 0.16
H -1.27 0.73 -3.32
H -2.33 2.53 4.18
H -0.12 0.06 2.50
H 4.05 2.35 -0.65
H 3.76 -5.03 0.18
H -3.26 3.27 -2.87
H 0.22 -1.25 -1.88
H -0.30 -2.01 2.95
H -0.39 -0.57 4.86
H 5.35 -2.06 -2.54
```

For the largest force on an atom, the calculation gives 6.258 eV/A. Its net charge is +1. For the HOMO-LUMO gap, the calculation gives 0.2278 hartree. The value obtained for the relative energy (zero: lowest compared OMol25 entry of this formula, charge and spin) is 407.5 kJ/mol.